Entry 1:
The following is a quantum chemistry calculation of a 2-piece molecular cluster, Br2H2NP overall, from the Open Molecules 2025 dataset.

Results
HOMO level	-10.467	eV
lowest unoccupied orbital energy	-0.031	Eh
electronic energy	-150896.2630	eV
orbital gap	9.63	eV
charge	0
SMILES	[H]/N=P/Br.Br
spin multiplicity	1

```
6
Br2H2NP, DFT wB97M-V/def2-TZVPD
H 0.1953 -1.0784 -0.4861
N 0.7523 -0.6116 0.2453
P 1.8257 0.1220 -0.5694
Br 2.8161 1.2558 1.0970
Br -3.4865 0.0525 -0.3087
H -2.1029 0.2598 0.0220
```

How positive or negative is each atom? The Löwdin charges in e answer that:
1 H -0.056
2 N -0.422
3 P 0.391
4 Br 0.102
5 Br 0.297
6 H -0.313

---

Entry 2:
The following is a quantum chemistry calculation of Br2H2O2P as an isolated structure, from the Open Molecules 2025 dataset.

Results
HOMO level (alpha / beta)	-15.775 / -15.246	eV
lowest unoccupied orbital energy (alpha / beta)	-0.305 / -0.306	Eh
electronic energy	-153492.4638	eV
orbital gap (alpha / beta)	7.49 / 6.93	eV
charge	+1
spin multiplicity	1

```
7
Br2H2O2P, DFT wB97M-V/def2-TZVPD
O 0.4520 -0.9475 -0.9995
O -0.3490 0.3056 1.0512
P 0.8173 -0.5182 0.4673
Br -3.1948 0.9814 0.4016
Br 2.5768 0.9582 0.2163
H 1.0214 -1.3525 -1.7559
H -1.3237 0.5729 0.6190
```

How positive or negative is each atom? The Löwdin charges in e answer that:
1 O -0.253
2 O -0.356
3 P 0.581
4 Br 0.526
5 Br 0.435
6 H 0.179
7 H -0.112

---

Entry 3:
The following is a quantum chemistry calculation of a 2-piece molecular cluster, Br2H4OSi2 overall, from the Open Molecules 2025 dataset.

Results
HOMO level	-10.311	eV
lowest unoccupied orbital energy	-0.023	Eh
electronic energy	-157953.7840	eV
orbital gap	9.68	eV
charge	0
SMILES	Br[SiH2]Br.O=[SiH2]
spin multiplicity	1

```
9
Br2H4OSi2, DFT wB97M-V/def2-TZVPD
Br 0.8472 -1.8067 0.6410
Si 1.5508 -0.2724 -0.8074
Br 2.8545 1.2792 0.1881
H 0.5705 0.0384 -1.7809
H 2.4883 -1.1110 -1.5682
O -0.8241 1.3331 0.4980
Si -2.0449 0.4865 0.8784
H -3.0861 0.7426 1.8936
H -2.3562 -0.6898 0.0575
```

Atomic partial charges in e from the Löwdin method, atoms 1 to 8:
1 Br 0.230
2 Si -0.220
3 Br 0.238
4 H -0.094
5 H -0.111
6 O -0.507
7 Si 0.610
8 H -0.076

---

Entry 4:
The following is a quantum chemistry calculation of a 2-piece molecular cluster, Br2HNS overall, from the Open Molecules 2025 dataset.

Results
HOMO level (alpha / beta)	-8.638 / -10.896	eV
lowest unoccupied orbital energy (alpha / beta)	-0.129 / -0.043	Eh
electronic energy	-152424.0135	eV
orbital gap (alpha / beta)	5.12 / 9.72	eV
charge	0
spin multiplicity	1

```
5
Br2HNS, DFT wB97M-V/def2-TZVPD
N -1.3257 0.3609 -0.3882
S -0.0664 -0.3441 -0.8094
Br 0.4271 -2.1396 0.4208
Br 2.8350 1.8131 0.3299
H -1.8701 0.3097 0.4470
```

How positive or negative is each atom? The Löwdin charges in e answer that:
1 N -0.456
2 S 0.345
3 Br 0.148
4 Br -0.047
5 H 0.009

---

Per-record max |F|, eV/Å: 1.50, 2.57, 1.84, 1.00